Record 1
ORCA calculation (ωB97M-V with the def2-TZVPD basis set) on a structure of composition C20H9Cl5N3O6Ti.

Values from the calculation:
- E_LUMO: -4.78 eV
- Energy relative to the best compared isomer or geometry (same formula, charge and spin): 0.00 kJ/mol
- E_HOMO: -12.210 eV

Structure (ORCA input):
```
! RIJCOSX wB97M-V def2-TZVPD def2/J DEFGRID3
* xyz 1 1
Ti 0.39599 0.28303 0.68816
Cl -2.09967 -0.03623 3.28671
C -1.62967 1.53846 2.77278
C -0.66879 1.66511 1.77968
C -0.28146 2.93185 1.41210
Cl 0.97771 2.93467 0.18888
C -0.79509 4.09413 1.95193
Cl -0.24652 5.62640 1.43261
C -1.77495 3.94859 2.93974
Cl -2.46050 5.34154 3.64682
C -2.19131 2.67429 3.35470
Cl -3.37989 2.51839 4.57345
C 1.82787 0.74481 -2.98404
C 2.59502 0.26461 -1.80833
N 2.14561 0.11732 -0.56718
C 3.19646 -0.36603 0.18444
C 4.29156 -0.51626 -0.60124
N 3.88564 -0.11331 -1.84624
C 5.69756 -0.97591 -0.40091
O 6.04589 -1.34253 0.81669
O 6.43271 -0.98775 -1.34912
C 2.93925 -0.58929 1.61317
O 3.73811 -0.99610 2.40739
O 1.66639 -0.25423 1.89321
H 1.04272 1.42568 -2.66617
H 1.35940 -0.09661 -3.49667
H 2.48425 1.25266 -3.68828
H 4.50646 -0.11734 -2.64640
H 5.31646 -1.26872 1.46966
O -0.70799 0.40133 -1.09135
C -1.31476 -0.63022 -0.69259
N -0.80589 -1.22049 0.42003
C -1.63707 -2.34479 0.77351
O -1.45607 -3.06097 1.70183
C -2.70975 -2.37355 -0.27360
C -3.77066 -3.23851 -0.41627
C -4.62747 -3.01716 -1.49366
C -4.42350 -1.96754 -2.38671
C -3.35133 -1.09468 -2.23781
C -2.50679 -1.32439 -1.16817
H -3.92926 -4.05056 0.27995
H -5.47392 -3.67425 -1.64140
H -5.11385 -1.83077 -3.20759
H -3.18887 -0.27467 -2.92373
*
```

Mulliken atomic charge list, values in e, 2 entries: 0.179 -0.168

***

Record 2
ORCA calculation (ωB97M-V with the def2-TZVPD basis set) on a structure of composition C21H12AuCl5N2O3.

Values from the calculation:
- E_LUMO (alpha / beta): -0.58 / -2.70 eV
- Energy relative to the best compared isomer or geometry (same formula, charge and spin): 0.00 kJ/mol
- E_HOMO (alpha / beta): -8.079 / -8.190 eV

Structure (ORCA input):
```
! RIJCOSX wB97M-V def2-TZVPD def2/J DEFGRID3
* xyz 0 3
Au 0.27539 1.29924 -0.24700
C -1.51456 4.38662 -2.11372
O -2.86201 3.96887 -2.28523
C -3.23050 2.67545 -2.10667
C -4.32811 2.25995 -2.81071
C -4.83866 0.94972 -2.70550
C -4.21452 0.05003 -1.90053
C -3.06154 0.41903 -1.14381
C -2.49015 -0.56002 -0.31914
N -1.36164 -0.38646 0.35002
N -1.06850 -1.27438 1.25606
C 0.10097 -0.96414 1.93816
O 0.67169 0.11878 1.83168
C 0.62698 -2.00423 2.85048
C 1.89399 -1.81201 3.39566
C 2.43861 -2.76914 4.23184
C 1.71988 -3.91621 4.53203
C 0.45490 -4.10955 3.99539
C -0.09468 -3.15834 3.15122
C -2.57420 1.77593 -1.18437
O -1.65561 2.22290 -0.41726
H -1.47694 5.38344 -2.54898
H -0.83066 3.73023 -2.66070
H -1.22944 4.42144 -1.06517
H -4.80311 2.97789 -3.46605
H -5.70838 0.67363 -3.28205
H -4.57185 -0.96663 -1.81456
H -2.98736 -1.52025 -0.20886
H 2.43812 -0.91037 3.15123
H 3.42521 -2.62282 4.65013
H 2.14767 -4.66305 5.18744
H -0.10449 -5.00325 4.23419
H -1.07835 -3.29507 2.72713
Cl 0.78868 -0.35595 -2.86687
C 2.23445 0.01793 -1.98526
C 2.12309 0.74740 -0.80836
C 3.28611 1.04946 -0.11666
Cl 3.17982 2.03060 1.29736
C 4.53177 0.62351 -0.56992
Cl 5.95502 1.01490 0.30824
C 4.61859 -0.11789 -1.74693
Cl 6.14693 -0.64965 -2.31900
C 3.46390 -0.41914 -2.46759
Cl 3.56347 -1.31840 -3.92734
*
```

natural (NBO) atomic charge list, values in e, 2 entries: 1.092 -0.243

***

Record 3
ORCA calculation (ωB97M-V with the def2-TZVPD basis set) on a structure of composition C21H12Br4N4O6Sn.

Values from the calculation:
- E_LUMO: 3.92 eV
- E_HOMO: -2.448 eV

Structure (ORCA input):
```
! RIJCOSX wB97M-V def2-TZVPD def2/J DEFGRID3
* xyz -2 1
Sn -0.26454 -1.77680 0.01471
Br 5.03385 -6.71978 -0.37547
C 4.10690 -5.07218 -0.18947
C 4.80693 -3.87489 -0.11487
Br 6.70478 -3.85061 -0.13692
C 4.09058 -2.66690 -0.00345
Br 4.97361 -0.98676 0.09245
C 2.69031 -2.62539 0.03725
O 1.98486 -1.53701 0.12389
C 1.96538 -3.86673 -0.01693
O 0.66807 -3.80702 0.03648
C 2.69843 -5.05412 -0.13798
Br 1.67259 -6.64654 -0.23128
C -0.24030 2.29357 1.64067
C 0.67743 1.99262 0.47930
O 0.77596 0.87751 0.03748
C 1.48311 3.10262 -0.14415
C 1.42960 4.41527 0.30823
C 2.21158 5.39647 -0.29150
C 3.05037 5.06351 -1.34753
C 3.10579 3.74869 -1.80112
C 2.32550 2.77486 -1.20116
H -0.75747 1.37642 1.92154
H -0.97807 3.04748 1.35003
H 0.33181 2.67720 2.49045
H 0.77663 4.68381 1.13070
H 2.16550 6.41852 0.06763
H 3.66017 5.82781 -1.81562
H 3.76159 3.48376 -2.62181
H 2.35398 1.74275 -1.52994
O -2.24687 -2.83796 -1.00012
N -3.47675 -2.69847 -0.78449
C -3.92200 -3.11502 0.38670
C -3.10727 -3.71338 1.41902
N -2.46802 -4.21252 2.23742
C -5.33404 -2.95107 0.64478
N -6.45643 -2.81844 0.87620
O -2.28777 -0.47529 1.41718
C -2.78744 0.24510 0.52674
C -4.18817 0.84061 0.67722
C -4.33210 1.67817 -0.58502
C -2.99401 1.46423 -1.31444
O -2.72348 2.03719 -2.36204
N -2.18655 0.59572 -0.62386
H -4.23857 1.41058 1.60644
H -4.90729 0.02293 0.74816
H -4.47048 2.74380 -0.40148
H -5.13768 1.34565 -1.23999
*
```

natural (NBO) atomic charge list, values in e, 2 entries: 1.587 0.032

***

Record 4
ORCA calculation (ωB97M-V with the def2-TZVPD basis set) on the molecule C21H12Cl2N2O5 in a non-equilibrium geometry.

Values from the calculation:
- E_LUMO: -1.09 eV
- Structure (SMILES): O=C1NN(c2ccc(Cl)c(Cl)c2)C(=O)/C1=C/c1ccc(-c2ccccc2C(=O)O)o1
- E_HOMO: -8.224 eV

Structure (ORCA input):
```
! RIJCOSX wB97M-V def2-TZVPD def2/J DEFGRID3
* xyz 0 1
O -1.34949 -2.61532 0.22939
C -1.97051 -1.58569 0.07536
N -3.34168 -1.52396 0.06740
H -3.92602 -2.32260 -0.12929
N -3.80685 -0.24586 -0.25183
C -2.73028 0.62037 -0.34288
O -2.79653 1.81123 -0.55915
C -1.52867 -0.19851 -0.11691
C -0.29593 0.37351 -0.12589
C 0.97061 -0.21502 0.07025
C 1.40410 -1.51602 0.29490
C 2.79379 -1.45822 0.39488
C 3.14784 -0.13106 0.22394
C 4.43095 0.54372 0.31796
C 4.46666 1.82731 0.86525
C 5.66647 2.48342 1.05930
C 6.85926 1.86383 0.72106
C 6.84142 0.60194 0.15585
C 5.63865 -0.06172 -0.06559
C 5.66829 -1.33531 -0.82693
O 4.85463 -1.67636 -1.64595
O 6.75571 -2.07057 -0.55103
H 6.76378 -2.86960 -1.10192
H 7.76286 0.12408 -0.13858
H 7.79963 2.36721 0.88522
H 5.67246 3.47628 1.48315
H 3.53686 2.29666 1.14823
O 2.04992 0.61437 0.04300
H 3.45850 -2.27598 0.58042
H 0.77092 -2.37654 0.36985
H -0.28243 1.44439 -0.30501
C -5.16376 0.05144 -0.25716
C -6.08232 -0.83393 0.30705
C -7.43585 -0.54417 0.27402
C -7.88958 0.63296 -0.31207
C -6.97040 1.51967 -0.85621
C -5.62103 1.23655 -0.83797
H -4.91318 1.93225 -1.25508
H -7.32368 2.43519 -1.30264
Cl -9.57285 0.99510 -0.35795
Cl -8.54920 -1.65684 0.97417
H -5.76310 -1.73819 0.79944
*
```

natural (NBO) atomic charge list, values in e, 2 entries: -0.603 0.639

***

Total energy (Ha)
-4533.66209, -3579.20830, -11988.36677, -2213.56864